# C3H4INS

A cluster of 2 separate species, C3H4INS in total (ωB97M-V with the def2-TZVPD basis set, the OMol25 dataset).

Output
Kohn-Sham gap (spin up / spin down) = 0.2651 / 0.2650 Eh
E_LUMO (spin up / spin down) = -0.0004 / -0.0004 Ha
HOMO energy (spin up / spin down) = -7.22 / -7.22 eV

```
10
Properties=species:S:1:pos:R:3:forces:R:3
C -0.6683 -0.4177 0.6036 -0.47 0.43 0.24
C -1.0601 0.8608 0.7193 0.25 -0.24 -0.51
C 0.3935 -0.5824 -0.3456 2.39 -0.32 1.55
N 0.5301 0.5533 -1.0886 -0.40 0.15 -0.30
S -0.2297 1.9101 -0.3844 0.13 -0.03 0.22
I 0.6754 -2.3960 -1.3831 -0.06 0.02 0.01
H -1.0212 -1.2295 1.2112 -0.06 -0.10 0.08
H -1.7733 1.2816 1.3987 -0.19 0.05 0.16
H 1.8303 -0.6840 0.9611 -1.57 0.08 -1.60
H 1.3233 0.7038 -1.6922 -0.01 -0.03 0.16
```
Forces are in eV/Å.

Charges computed using Löwdin, reported in e: atom 1 (C): -0.293, atom 2 (C): -0.398, atom 3 (C): -0.997, atom 4 (N): -0.387, atom 5 (S): 0.930, atom 6 (I): 0.790, atom 7 (H): 0.103, atom 8 (H): 0.070, atom 9 (H): 0.089, atom 10 (H): 0.091



# C4H4N2O2

The molecule C4H4N2O2 (ωB97M-V with the def2-TZVPD basis set, the OMol25 dataset).

Output
Kohn-Sham gap = 0.3413 Eh
E_LUMO = -0.0066 Ha
SMILES = [H]/N=C/N(O)C(=O)C#C
HOMO energy = -9.47 eV

```
12
Properties=species:S:1:pos:R:3:forces:R:3
H -3.5670 0.2301 -0.0192 -1.09 0.39 0.02
N -2.7602 -0.3447 -0.0524 2.77 0.90 0.69
C -1.7258 0.4466 0.0802 -1.80 -0.35 -1.55
N -0.4774 -0.1167 -0.0082 0.22 0.77 0.46
O -0.4377 -1.4758 -0.0041 1.17 -0.86 0.02
C 0.7151 0.6079 0.0205 -1.10 2.40 0.04
O 0.6468 1.8556 -0.0539 0.65 -2.99 0.25
C 1.9412 -0.1739 0.1232 -0.48 0.80 -0.58
C 3.0291 -0.6420 -0.0538 0.64 -1.10 0.25
H -1.7617 1.5559 0.0366 0.29 -0.88 0.42
H -1.3590 -1.7644 -0.0175 -0.67 0.21 -0.05
H 3.9208 -1.2608 -0.1323 -0.58 0.71 0.02
```
Forces are in eV/Å.

Charges computed using Löwdin, reported in e: atom 1 (H): 0.030, atom 2 (N): 0.094, atom 3 (C): -0.169, atom 4 (N): -0.107, atom 5 (O): 0.040, atom 6 (C): -0.384, atom 7 (O): 0.054, atom 8 (C): -0.008, atom 9 (C): 0.162, atom 10 (H): 0.148, atom 11 (H): 0.084, atom 12 (H): 0.058



# C6H10IO3

A cluster of 2 separate species, C6H10IO3 in total (ωB97M-V with the def2-TZVPD basis set, the OMol25 dataset).

Output
Total charge = -1
Kohn-Sham gap = 0.2238 Eh
E_LUMO = 0.1160 Ha
HOMO energy = -2.93 eV

```
20
Properties=species:S:1:pos:R:3:forces:R:3
C -1.8080 -0.3940 -0.3952 -2.83 -1.24 -0.83
C 2.0378 0.1708 0.4537 2.20 -1.14 -1.32
C -2.5509 1.9409 -0.6033 0.07 1.16 -1.70
C 1.7834 -1.3764 0.4926 -1.84 0.00 2.46
C 0.6430 -1.9115 -0.4022 0.76 0.67 -3.31
C -2.8852 0.4835 -0.6172 1.68 0.35 0.14
O -2.3327 -1.6255 -0.0365 3.33 -1.50 -0.45
O -0.5581 -0.2708 -0.6590 -0.73 0.61 0.60
O -0.1694 -2.8033 -0.1892 1.06 -1.07 1.58
I -4.7716 -0.2025 0.1229 0.28 0.71 -0.27
H 1.2050 0.6845 0.0469 -0.72 0.35 -0.51
H 2.2509 0.6177 1.4152 0.12 -0.28 0.39
H 2.9702 0.3430 -0.2055 -1.45 0.03 0.89
H -1.4481 2.0198 -0.8534 -1.13 -0.11 0.36
H -3.0787 2.6633 -1.3706 0.63 -1.48 1.33
H -2.7068 2.3261 0.3924 -0.03 0.69 0.40
H 2.6923 -1.9377 0.2596 -0.15 -0.02 -0.10
H 1.4619 -1.6788 1.5674 0.62 0.39 -1.61
H 0.8015 -1.7524 -1.5297 0.43 0.32 1.28
H -1.5160 -2.3006 -0.2081 -2.29 1.55 0.67
```
Forces are in eV/Å.

Charges computed using Löwdin, reported in e: atom 1 (C): -0.606, atom 2 (C): -0.103, atom 3 (C): -0.233, atom 4 (C): -0.178, atom 5 (C): -0.329, atom 6 (C): -0.713, atom 7 (O): -0.178, atom 8 (O): -0.092, atom 9 (O): -0.046, atom 10 (I): 0.695, atom 11 (H): 0.028, atom 12 (H): 0.050, atom 13 (H): 0.086, atom 14 (H): 0.072, atom 15 (H): 0.079, atom 16 (H): 0.031, atom 17 (H): 0.092, atom 18 (H): 0.131, atom 19 (H): 0.142, atom 20 (H): 0.071



# C8H33MgN14O9

A structure of composition C8H33MgN14O9 (ωB97M-V with the def2-TZVPD basis set, the OMol25 dataset).

Output
Total charge = +2
2S+1 = 2
Kohn-Sham gap (spin up / spin down) = 0.2765 / 0.1364 Eh
E_LUMO (spin up / spin down) = -0.2230 / -0.3630 Ha
HOMO energy (spin up / spin down) = -13.59 / -13.59 eV

```
65
Properties=species:S:1:pos:R:3:forces:R:3
Mg -2.6540 -0.3733 0.2662 0.87 0.87 1.75
C 0.3456 0.0123 -0.9820 -0.12 -0.20 -1.17
O -0.8909 0.3193 -0.4833 1.27 0.48 -0.29
H 0.8708 0.7667 -1.5679 -0.54 0.71 0.14
H 1.1287 -0.3289 -0.3051 -0.59 -0.27 1.14
H 0.2078 -0.8535 -1.6297 -0.07 -0.44 -0.09
C 0.9057 4.8882 -2.0664 -1.90 1.51 -2.29
O 0.2585 5.7982 -2.5392 -1.06 0.82 -0.43
N 0.8197 3.6532 -2.4483 -2.31 -5.47 -2.22
N 1.8460 4.9943 -1.2333 4.24 2.62 4.84
H 1.3880 2.9194 -2.0499 0.22 0.37 -0.37
H 0.2341 3.4483 -3.2452 0.18 -0.06 0.15
H 1.9594 5.9570 -0.9497 0.39 -0.23 0.60
H 2.0729 4.2434 -0.5972 0.33 0.27 -0.08
C -2.0192 -3.3872 0.5429 0.30 -2.49 -0.80
O -2.0655 -2.1901 0.3901 -1.06 4.81 -0.79
N -2.3022 -4.2893 -0.3397 -1.63 -0.68 -3.65
N -1.5460 -4.0100 1.5485 1.62 -0.93 4.64
H -2.4119 -4.0075 -1.3034 0.16 -0.58 -0.37
H -1.9765 -5.2227 -0.1329 -0.46 0.09 -1.13
H -1.5531 -5.0014 1.3559 0.65 0.20 1.86
H -1.3712 -3.5995 2.4547 0.09 -0.32 -0.18
C 2.0895 -3.5551 2.1065 -1.39 -2.28 -0.57
O 1.6863 -4.6906 1.9451 0.00 -0.68 0.08
N 1.8190 -2.5628 1.3640 -3.75 3.84 -6.16
N 2.8328 -3.0783 3.0124 4.44 -1.70 5.90
H 1.0006 -2.7999 0.8217 -0.06 1.07 -0.59
H 2.1392 -1.6273 1.5697 -0.50 -0.29 -0.37
H 3.1765 -3.9174 3.4572 0.95 0.88 1.64
H 2.8852 -2.1208 3.3295 0.20 -0.76 0.13
C -3.2344 2.7346 -0.1764 1.28 2.50 -1.73
O -3.3149 1.5945 0.2478 -0.05 -4.11 1.01
N -2.2033 3.2516 -0.8187 2.49 -2.56 -0.72
N -4.1509 3.6126 -0.0717 -4.07 2.68 1.40
H -2.0530 4.1689 -1.2137 -0.10 -0.11 0.13
H -1.5142 2.5205 -0.9221 0.46 0.85 -0.68
H -3.9256 4.5530 -0.3632 -0.48 -0.07 0.16
H -4.9770 3.4796 0.4940 0.04 -0.02 -0.23
C 3.9749 1.1991 0.0780 1.99 2.40 0.21
O 3.4204 2.1499 -0.4145 -1.15 1.37 -0.62
N 3.5827 -0.0240 -0.0518 -1.95 -4.13 -0.08
N 5.1227 1.2514 0.7730 1.88 1.07 1.34
H 4.1070 -0.6995 0.4856 -0.57 -0.59 -0.75
H 2.8229 -0.2310 -0.6843 0.83 -0.29 0.24
H 5.6395 2.1112 0.8900 -0.49 0.08 -0.19
H 5.6392 0.4552 1.1187 -0.34 0.00 -0.31
C -1.9153 0.8169 3.1938 1.72 -5.14 -0.83
O -1.7498 -0.0044 2.2358 -0.26 0.55 -0.90
N -1.4622 0.5376 4.3893 1.33 -0.58 1.38
N -2.6268 1.8435 3.1841 -3.37 4.45 -1.42
H -1.7788 1.2104 5.0729 1.03 -0.83 0.79
H -0.7092 -0.1309 4.4681 -0.26 0.23 0.63
H -3.1972 1.9590 2.3586 -0.19 0.66 0.29
H -2.7441 2.3347 4.0588 -0.52 0.48 -0.71
C -0.7472 -3.8446 -3.8609 -1.49 -1.89 3.89
O -1.3702 -4.5541 -3.0135 0.94 1.74 -1.01
N 0.1252 -2.8985 -3.5865 1.82 2.38 1.57
N -0.8853 -3.9953 -5.1225 -1.32 -1.88 -3.98
H 0.2028 -2.5109 -2.6570 0.21 -0.48 -0.44
H 0.6652 -2.5270 -4.3548 0.04 0.25 0.58
H -0.3313 -3.5277 -5.8258 -0.29 -0.31 0.09
H -1.3854 -4.8502 -5.3202 0.05 0.18 -0.77
O 0.0258 3.2610 0.9713 0.01 0.13 0.05
H -0.1625 2.5535 0.3546 0.12 -0.11 -0.02
H 0.2343 2.8148 1.7921 0.21 -0.03 0.31
```
Forces are in eV/Å.

Charges computed using Löwdin, reported in e: atom 1 (Mg): 0.993, atom 2 (C): -0.094, atom 3 (O): -0.049, atom 4 (H): 0.093, atom 5 (H): 0.089, atom 6 (H): 0.097, atom 7 (C): -0.845, atom 8 (O): 0.051, atom 9 (N): 0.159, atom 10 (N): 0.192, atom 11 (H): 0.078, atom 12 (H): 0.122, atom 13 (H): 0.139, atom 14 (H): 0.089, atom 15 (C): -0.718, atom 16 (O): -0.010, atom 17 (N): 0.216, atom 18 (N): 0.226, atom 19 (H): 0.098, atom 20 (H): 0.139, atom 21 (H): 0.139, atom 22 (H): 0.151, atom 23 (C): -0.854, atom 24 (O): 0.066, atom 25 (N): 0.154, atom 26 (N): 0.177, atom 27 (H): 0.106, atom 28 (H): 0.092, atom 29 (H): 0.141, atom 30 (H): 0.129, atom 31 (C): -0.705, atom 32 (O): -0.027, atom 33 (N): 0.216, atom 34 (N): 0.231, atom 35 (H): 0.145, atom 36 (H): 0.074, atom 37 (H): 0.148, atom 38 (H): 0.149, atom 39 (C): -0.749, atom 40 (O): 0.052, atom 41 (N): 0.167, atom 42 (N): 0.173, atom 43 (H): 0.118, atom 44 (H): 0.087, atom 45 (H): 0.126, atom 46 (H): 0.112, atom 47 (C): -0.701, atom 48 (O): -0.053, atom 49 (N): 0.209, atom 50 (N): 0.233, atom 51 (H): 0.131, atom 52 (H): 0.138, atom 53 (H): 0.114, atom 54 (H): 0.151, atom 55 (C): -0.717, atom 56 (O): -0.021, atom 57 (N): 0.167, atom 58 (N): 0.189, atom 59 (H): 0.081, atom 60 (H): 0.119, atom 61 (H): 0.132, atom 62 (H): 0.141, atom 63 (O): -0.021, atom 64 (H): -0.018, atom 65 (H): 0.043



# C3H9NO2S

A cluster of 2 separate species, C3H9NO2S in total (ωB97M-V with the def2-TZVPD basis set, the OMol25 dataset).

Output
Kohn-Sham gap = 0.3498 Eh
E_LUMO = 0.0220 Ha
SMILES = NC(=O)CCS.O
HOMO energy = -8.92 eV

```
16
Properties=species:S:1:pos:R:3:forces:R:3
N -0.6387 1.8213 1.8522 0.17 0.00 -0.07
C -0.2490 0.7746 1.0764 -0.23 0.29 0.44
O 0.5403 0.9204 0.1669 0.22 0.08 -0.43
C -0.8400 -0.5483 1.4807 -0.65 -1.12 0.35
C -1.2008 -1.5000 0.3526 1.23 0.08 -1.23
S 0.2700 -2.1469 -0.5835 -0.31 0.02 0.40
H -1.3015 1.6788 2.5985 0.26 0.26 -0.09
H -0.1313 2.6933 1.7366 -0.40 -0.26 0.15
H -1.7637 -0.4317 2.0542 0.03 0.43 0.10
H -0.1576 -1.0618 2.1648 0.21 0.19 -0.09
H -1.7187 -2.3959 0.6806 -0.16 0.17 0.20
H -1.7629 -0.9880 -0.4225 -0.48 0.00 0.20
H 0.7343 -0.9157 -0.8349 0.12 -0.09 -0.04
O 1.2860 2.2615 -3.2521 -0.19 -0.44 0.64
H 1.0929 2.0068 -2.3292 0.14 0.28 -0.45
H 1.2499 1.4154 -3.7130 0.04 0.13 -0.09
```
Forces are in eV/Å.

Charges computed using Löwdin, reported in e: atom 1 (N): 0.162, atom 2 (C): -0.552, atom 3 (O): 0.020, atom 4 (C): -0.197, atom 5 (C): -0.516, atom 6 (S): 0.679, atom 7 (H): 0.102, atom 8 (H): 0.120, atom 9 (H): 0.111, atom 10 (H): 0.126, atom 11 (H): 0.064, atom 12 (H): 0.066, atom 13 (H): -0.166, atom 14 (O): -0.071, atom 15 (H): 0.024, atom 16 (H): 0.030



# C5H6O

The molecule C5H6O (ωB97M-V with the def2-TZVPD basis set, the OMol25 dataset).

Output
Kohn-Sham gap = 0.3969 Eh
E_LUMO = 0.0334 Ha
SMILES = C#CCCC=O
HOMO energy = -9.89 eV

```
12
Properties=species:S:1:pos:R:3:forces:R:3
C -0.6638 -0.9986 2.5819 -0.14 0.08 -0.47
C -0.6664 -0.3721 1.5538 0.10 -0.23 0.49
C -0.4762 0.4553 0.3619 0.02 0.09 0.02
C 0.4267 -0.2401 -0.6626 -0.01 0.01 0.03
C 0.6500 0.5682 -1.9147 -0.18 0.27 -0.04
O 0.0835 1.6050 -2.1655 0.26 -0.41 0.12
H -0.6918 -1.5888 3.4690 -0.02 0.09 -0.08
H -0.0213 1.3838 0.7220 0.05 0.00 -0.30
H -1.4183 0.7498 -0.1129 0.08 -0.18 0.17
H 1.4013 -0.4950 -0.2260 -0.11 0.07 -0.07
H -0.0053 -1.2027 -0.9752 0.04 0.14 0.06
H 1.3817 0.1352 -2.6316 -0.10 0.07 0.07
```
Forces are in eV/Å.

Charges computed using Löwdin, reported in e: atom 1 (C): 0.106, atom 2 (C): -0.154, atom 3 (C): -0.216, atom 4 (C): -0.167, atom 5 (C): -0.265, atom 6 (O): 0.052, atom 7 (H): 0.022, atom 8 (H): 0.126, atom 9 (H): 0.122, atom 10 (H): 0.124, atom 11 (H): 0.128, atom 12 (H): 0.121